The following is a quantum chemistry calculation of 7 unconnected molecules or ions with the total composition C33H63BF3O20PS6, from the Open Molecules 2025 dataset.

Structure (ORCA input):
```
! wB97M-V def2-TZVPD RIJCOSX def2/J DEFGRID3
* xyz 0 1
O 1.6180 -0.2399 1.2525
C 1.8309 -1.3080 1.7817
C 3.2480 -1.7646 2.0543
B 3.6335 -3.0697 1.2314
O 2.9748 -4.2672 1.3368
O 4.7409 -2.9927 0.3872
O 0.8777 -2.1759 2.2023
C -0.3351 -2.1413 1.4475
C -1.1031 -3.4335 1.8589
C -0.2858 -4.7371 1.7298
C -0.7867 -5.7498 0.7055
F -2.0382 -5.5509 0.2626
F -0.7894 -6.9913 1.2956
F 0.0259 -5.8878 -0.3610
C -1.2238 -0.9689 1.9552
C -2.1494 -0.4586 0.8343
C -3.5835 -0.1593 1.3110
O -3.1407 -1.3511 0.4451
P -0.0720 -2.2527 -0.3817
O 1.1127 -3.1167 -0.6012
O -1.3185 -2.9950 -1.0620
O 0.2077 -0.8400 -1.1115
H 3.9107 -0.9588 1.7421
H 3.4041 -1.8813 3.1343
H 2.9618 -4.6656 0.4580
H 4.4865 -2.6885 -0.4886
H -1.3136 -3.3042 2.9158
H -2.0661 -3.4367 1.3495
H -0.2831 -5.2358 2.6991
H 0.7625 -4.5375 1.5023
H -1.9545 -1.3401 2.6741
H -0.6680 -0.1019 2.3017
H -1.7358 0.2107 0.0983
H -4.1552 0.3065 0.5154
H -4.0950 -0.8257 1.9976
H -1.0487 -3.3363 -1.9240
H 0.1712 -1.0218 -2.0612
O -3.4061 -3.4458 3.8080
S -3.6169 -3.7618 5.2020
O -2.8963 -3.0779 6.2456
C -5.3699 -3.6873 5.5444
C -5.8749 -5.0925 5.2426
C -4.8355 -6.0469 5.8384
C -3.4498 -5.5371 5.4198
H -5.8310 -2.9191 4.9269
H -5.4906 -3.4438 6.6003
H -6.8611 -5.2582 5.6633
H -5.9361 -5.2428 4.1603
H -4.9183 -6.0389 6.9272
H -4.9922 -7.0724 5.5064
H -2.6957 -5.7309 6.1788
H -3.1352 -5.9627 4.4680
O 8.8834 -1.8508 0.4102
S 7.7419 -1.0283 0.0967
O 6.4031 -1.4177 0.4658
C 8.0627 0.6361 0.6798
C 8.7651 1.3203 -0.4880
C 8.0005 0.8893 -1.7464
C 7.7865 -0.6268 -1.6565
H 8.6651 0.5962 1.5845
H 7.1003 1.1027 0.8889
H 8.7730 2.4034 -0.3705
H 9.8014 0.9799 -0.5507
H 7.0337 1.3963 -1.7766
H 8.5375 1.1561 -2.6559
H 6.8492 -0.9336 -2.1138
H 8.6138 -1.1757 -2.1028
O -2.2450 2.1977 -0.0480
S -2.2542 3.5331 -0.6006
O -1.9479 4.6874 0.2069
C -1.2351 3.5490 -2.0679
C -2.1883 3.1720 -3.1934
C -3.4801 3.9558 -2.9299
C -3.8207 3.7932 -1.4433
H -0.4086 2.8502 -1.9513
H -0.8569 4.5594 -2.1981
H -1.7624 3.4074 -4.1668
H -2.3959 2.0989 -3.1637
H -3.3166 5.0115 -3.1569
H -4.2990 3.6091 -3.5597
H -4.3013 4.6785 -1.0341
H -4.4446 2.9186 -1.2667
O 0.4949 4.8450 -4.1471
S 1.8754 4.5787 -3.8059
O 2.3133 3.2679 -3.3953
C 2.9137 5.1593 -5.1403
C 3.1971 6.6166 -4.7885
C 3.4882 6.6339 -3.2815
C 2.4068 5.7928 -2.5924
H 2.3968 5.0359 -6.0875
H 3.8246 4.5653 -5.1310
H 4.0244 7.0088 -5.3618
H 2.3173 7.2308 -5.0000
H 4.4705 6.1927 -3.0970
H 3.5056 7.6485 -2.8847
H 2.7876 5.2753 -1.7151
H 1.5416 6.3952 -2.3202
O 4.7099 5.8705 -7.0175
S 6.0423 5.4256 -7.3580
O 6.6668 4.3308 -6.6627
C 6.1121 5.1266 -9.1196
C 6.5088 6.4733 -9.7162
C 7.6119 7.0260 -8.8048
C 7.1422 6.8467 -7.3557
H 5.1469 4.7657 -9.4678
H 6.8803 4.3742 -9.2961
H 6.8487 6.3685 -10.7453
H 5.6517 7.1506 -9.7112
H 8.5330 6.4622 -8.9655
H 7.8273 8.0715 -9.0200
H 7.9706 6.6522 -6.6790
H 6.5744 7.7082 -7.0082
O -9.4082 -5.4225 9.3016
S -9.2203 -5.1081 7.9105
O -7.9468 -5.3041 7.2550
C -10.5000 -5.9217 6.9620
C -11.6482 -4.9179 6.9392
C -11.0031 -3.5503 6.6808
C -9.7919 -3.4308 7.6142
H -10.7588 -6.8667 7.4339
H -10.1091 -6.0971 5.9596
H -12.3824 -5.1697 6.1754
H -12.1559 -4.9103 7.9062
H -10.6739 -3.4943 5.6410
H -11.7058 -2.7348 6.8451
H -8.9863 -2.8546 7.1652
H -10.0651 -2.9986 8.5749
*
```

- Highest occupied orbital energy: -9.09 eV
- SMILES: O=C(CB(O)O)O[C@@](CCC(F)(F)F)(C[C@@H]1CO1)P(=O)(O)O.O=S1(=O)CCCC1.O=S1(=O)CCCC1.O=S1(=O)CCCC1.O=S1(=O)CCCC1.O=S1(=O)CCCC1.O=S1(=O)CCCC1

Atom charges from the Löwdin analysis, given in e for atoms 1 to 8: number 1, O, carries 0.1188; number 2, C, carries -0.4738; number 3, C, carries 0.0501; number 4, B, carries -0.6234; number 5, O, carries 0.1553; number 6, O, carries 0.0965; number 7, O, carries 0.0450; number 8, C, carries -0.3885


The following is a quantum chemistry calculation of 4 unconnected molecules or ions with the total composition C33H63Br2F3N2O11, from the Open Molecules 2025 dataset.

Structure (ORCA input):
```
! wB97M-V def2-TZVPD RIJCOSX def2/J DEFGRID3
* xyz 0 1
C -0.6158 5.1952 1.5173
C -0.9686 4.0534 0.5669
C -2.4437 3.6588 0.6037
C -2.8771 3.0938 1.9476
O -2.1812 1.8816 2.2464
C -2.7973 0.6451 1.9991
C -3.8526 0.7532 0.9571
N -4.6726 0.8363 0.1553
C -1.7225 -0.3329 1.4296
C -1.0142 -1.2825 2.3978
C 0.1006 -0.6408 3.2384
F -0.0518 0.7080 3.3270
Br 0.0792 -1.3700 5.0483
C 1.4842 -0.9064 2.6035
F 1.7516 -2.2244 2.5865
F 1.4332 -0.4866 1.3145
Br 2.9369 0.0430 3.4921
C -3.4553 0.1045 3.2902
C -4.0989 -1.1889 3.0359
N -4.6126 -2.1979 2.8308
C -4.4624 1.0472 3.9540
C -4.9625 0.5214 5.2966
C -5.6579 1.6384 6.0790
O -3.8223 0.0321 6.0039
H 0.3905 5.5740 1.3598
H -0.6586 4.8565 2.5540
H -1.3343 6.0121 1.4336
H -0.7166 4.3588 -0.4490
H -0.3552 3.1857 0.8127
H -3.0635 4.5342 0.3965
H -2.6357 2.9224 -0.1762
H -2.5914 3.7981 2.7293
H -3.9589 2.9875 2.0077
H -2.1915 -0.9580 0.6723
H -0.9903 0.2798 0.9091
H -0.5442 -2.0620 1.7978
H -1.6892 -1.8116 3.0593
H -2.6799 -0.0912 4.0321
H -3.9657 2.0006 4.1382
H -5.3201 1.2305 3.3074
H -5.6630 -0.3008 5.1379
H -6.1121 2.3669 5.4091
H -6.4200 1.2481 6.7493
H -4.9026 2.1527 6.6707
H -4.0838 -0.7002 6.5685
C 4.8893 -0.6447 -0.1287
O 4.9482 -1.9802 -0.5783
C 3.7616 -2.7147 -0.3356
C 3.4842 -3.7128 -1.4364
O 3.0444 -3.1384 -2.6551
C 4.0014 -2.5242 -3.5022
C 4.8868 -3.4888 -4.2569
O 5.8667 -4.0653 -3.4134
C 6.2492 -5.3653 -3.8034
H 4.9244 -0.5914 0.9649
H 5.7546 -0.1232 -0.5350
H 3.9820 -0.1435 -0.4848
H 2.9035 -2.0402 -0.2429
H 3.8731 -3.2660 0.6083
H 2.6418 -4.3237 -1.1010
H 4.3355 -4.3790 -1.5882
H 4.5990 -1.7845 -2.9661
H 3.4040 -1.9927 -4.2467
H 5.3892 -2.9398 -5.0654
H 4.2604 -4.2683 -4.7076
H 5.3705 -5.9929 -3.9904
H 6.8190 -5.8014 -2.9845
H 6.8757 -5.3455 -4.7019
C -2.3260 10.7769 5.7624
O -2.7269 11.1156 4.4545
C -1.6769 11.0707 3.5044
C -2.1635 10.6127 2.1481
O -2.4789 9.2322 2.0657
C -3.6783 8.7683 2.6650
C -4.9477 9.1906 1.9603
O -5.2491 10.5527 2.1987
C -5.9648 11.1668 1.1513
H -1.7113 11.5654 6.2113
H -3.2281 10.6532 6.3593
H -1.7667 9.8348 5.7767
H -0.8800 10.3987 3.8423
H -1.2567 12.0794 3.3940
H -1.3282 10.7435 1.4556
H -2.9853 11.2357 1.7923
H -3.7159 9.0172 3.7270
H -3.6187 7.6797 2.5851
H -5.7743 8.5731 2.3392
H -4.8398 9.0018 0.8859
H -5.4956 10.9722 0.1805
H -5.9529 12.2401 1.3330
H -7.0054 10.8245 1.1220
C 3.5764 -11.9290 -8.3535
O 3.4798 -11.4005 -7.0507
C 4.7245 -11.2914 -6.3829
C 4.7716 -10.0790 -5.4812
O 4.8682 -8.8404 -6.1633
C 3.7032 -8.3006 -6.7646
C 2.7119 -7.7024 -5.7935
O 2.0005 -8.7044 -5.0903
C 1.6015 -8.3117 -3.7964
H 3.8082 -13.0000 -8.3366
H 2.6110 -11.7868 -8.8365
H 4.3397 -11.4061 -8.9403
H 5.5457 -11.2298 -7.1057
H 4.8735 -12.1858 -5.7631
H 5.6994 -10.1503 -4.9079
H 3.9431 -10.0845 -4.7707
H 3.2169 -9.0223 -7.4235
H 4.0728 -7.4811 -7.3858
H 1.9955 -7.0879 -6.3557
H 3.2492 -7.0516 -5.0928
H 2.4367 -7.8739 -3.2379
H 1.2647 -9.2050 -3.2729
H 0.7777 -7.5901 -3.8322
*
```

- Highest occupied orbital energy: -9.13 eV
- SMILES: CCCCO[C@@](C#N)(CC[C@@](F)(Br)C(F)(F)Br)[C@H](C#N)C[C@H](C)O.COCCOCCOC.COCCOCCOC.COCCOCCOC

Atom charges from the Löwdin analysis, given in e for atoms 1 to 8: number 1, C, carries -0.1022; number 2, C, carries -0.2503; number 3, C, carries -0.1760; number 4, C, carries -0.1978; number 5, O, carries -0.0840; number 6, C, carries -0.4070; number 7, C, carries -0.1632; number 8, N, carries 0.2201


The following is a quantum chemistry calculation of 3 unconnected molecules or ions with the total composition C33H63ClF2N6O6PSi, from the Open Molecules 2025 dataset.

Structure (ORCA input):
```
! wB97M-V def2-TZVPD RIJCOSX def2/J DEFGRID3
* xyz 1 1
C 2.5407 3.4633 -0.9368
C 4.1167 3.2421 -1.3231
N 4.1848 2.2075 -2.4003
C 5.2693 1.2102 -2.1880
C 4.9295 -0.2640 -2.8291
C 4.4058 -1.1608 -1.6000
N 5.1093 -2.0737 -0.7300
C 6.5655 -2.3777 -0.8226
N 6.8792 -3.8378 -0.6700
C 4.1265 -2.5757 0.2534
C 2.7146 -1.9652 0.0183
C 1.3891 -2.2027 0.8722
F 1.6324 -3.4112 1.6441
F 1.3079 -1.1434 1.8304
C 0.0528 -2.4691 0.0421
C -1.1819 -2.3974 1.1238
Si -2.2961 -0.8520 0.9359
C -1.4568 0.8183 1.3470
C -3.7214 -1.0636 2.2451
C -3.1624 -0.8998 -0.7802
C -2.5899 -0.3052 -2.1012
C -3.4054 -0.4471 -3.4431
C -4.8121 -1.1485 -3.4997
C -5.3777 -1.7382 -2.1691
C -4.5708 -1.6111 -0.8313
N 3.0145 -1.1216 -1.1381
P 1.8721 -0.0715 -2.0090
O 0.7362 0.6369 -0.9228
Cl 0.8691 -1.4306 -3.3383
C 4.1962 2.7936 -3.7614
C 3.1650 2.1348 -4.8339
O 4.9268 3.7558 -4.1136
H 2.2811 4.5869 -0.8272
H 2.2542 2.9064 0.0330
H 1.8479 3.0793 -1.7813
H 4.4930 4.2830 -1.6439
H 4.6394 2.9579 -0.3482
H 6.2950 1.5855 -2.5832
H 5.4073 1.0583 -1.0499
H 4.1691 -0.1924 -3.6852
H 5.9236 -0.6839 -3.2094
H 7.0484 -1.9291 -1.7770
H 7.0858 -1.8471 0.0685
H 7.7580 -4.0515 -1.1884
H 6.1320 -4.3609 -1.1591
H 4.4328 -3.3024 1.0844
H 0.0364 -3.5393 -0.4013
H -0.1742 -1.7101 -0.7794
H -1.8434 -3.3208 0.8901
H -0.8315 -2.4619 2.2085
H -2.1084 1.4503 2.0708
H -1.3090 1.4710 0.4015
H -0.4284 0.7408 1.8437
H -3.2573 -0.8038 3.2766
H -4.4895 -0.2324 2.0104
H -4.1744 -2.1142 2.2241
H -1.5714 0.2224 -2.1003
H -3.0079 -0.0491 -4.4360
H -5.4310 -1.2559 -4.4522
H -6.3889 -2.2880 -2.1595
H -5.0597 -2.0980 0.0906
H 1.1445 0.7327 -0.0290
H 3.6727 1.2668 -5.3889
H 2.2207 1.7303 -4.3004
H 2.8122 2.9591 -5.5403
C -3.9604 -6.4050 7.2790
O -2.7196 -5.7661 7.5355
C -1.5877 -6.6346 7.4362
C -0.7880 -6.3611 6.1586
N -1.5081 -6.7909 4.9644
C -0.9788 -6.2645 3.7050
C -0.8638 -4.7379 3.5362
O -2.1139 -4.0618 3.4137
C -2.7895 -3.8553 4.6448
H -4.7571 -5.7485 7.6325
H -4.1099 -6.5533 6.2046
H -4.0392 -7.3635 7.7969
H -1.8705 -7.6897 7.5210
H -0.9489 -6.3988 8.2915
H 0.1660 -6.8960 6.2110
H -0.5748 -5.2888 6.1369
H -2.4781 -6.5044 5.0354
H -1.6308 -6.6393 2.9087
H 0.0085 -6.7096 3.5358
H -0.3468 -4.5615 2.5880
H -0.2404 -4.2678 4.3049
H -2.1051 -3.6412 5.4688
H -3.4186 -4.7144 4.8730
H -3.4571 -2.9948 4.5285
C 1.1788 7.5823 -2.5022
O 0.1203 7.7492 -1.5729
C -0.9056 8.6438 -2.0157
C -2.1720 7.8820 -2.4187
N -1.9819 7.1272 -3.6529
C -3.0083 6.1172 -3.9210
C -3.2650 5.0302 -2.8606
O -2.2129 4.0768 -2.7266
C -1.1069 4.5293 -1.9656
H 2.0147 7.1121 -1.9807
H 0.8827 6.9137 -3.3173
H 1.5138 8.5372 -2.9134
H -0.5564 9.3047 -2.8168
H -1.1494 9.2741 -1.1565
H -2.9902 8.5956 -2.5599
H -2.4331 7.2280 -1.5822
H -1.0850 6.6555 -3.6233
H -2.7195 5.6145 -4.8501
H -3.9525 6.6342 -4.1261
H -4.1333 4.4555 -3.1983
H -3.5441 5.4415 -1.8846
H -1.4038 5.1684 -1.1308
H -0.3939 5.0379 -2.6138
H -0.5930 3.6531 -1.5533
*
```

- Highest occupied orbital energy: -10.10 eV

Atom charges from the Löwdin analysis, given in e for atoms 1 to 8: number 1, C, carries -0.0900; number 2, C, carries -0.1979; number 3, N, carries -0.1607; number 4, C, carries -0.1594; number 5, C, carries -0.0657; number 6, C, carries -0.1096; number 7, N, carries -0.0135; number 8, C, carries -0.2085


The following is a quantum chemistry calculation of a molecular structure, C33H63CrN8O4PS2Sb, from the Open Molecules 2025 dataset.

Structure (ORCA input):
```
! wB97M-V def2-TZVPD RIJCOSX def2/J DEFGRID3
* xyz 2 2
Cr -0.9374 -1.0256 -0.5186
C 4.0680 -1.6592 -2.9051
N 3.1812 -1.0903 -1.8859
C 3.7714 -0.2611 -0.8344
C 1.8776 -1.3909 -1.8508
N 1.0306 -0.9649 -0.9621
N 1.4247 -2.1972 -2.8808
C 0.1334 -2.6454 -3.0087
N -0.0683 -3.4928 -4.0401
N -0.7956 -2.2754 -2.1945
H 5.0820 -1.3336 -2.7025
H 3.8045 -1.3093 -3.9062
H 4.0739 -2.7523 -2.8803
H 4.7087 0.1431 -1.2028
H 3.9634 -0.8429 0.0672
H 3.1201 0.5772 -0.5843
H 1.4608 -0.3549 -0.2703
H 2.1006 -2.5448 -3.5355
H 0.6426 -3.6869 -4.7232
H -0.9909 -3.8388 -4.2390
H -1.6762 -2.7159 -2.4288
O 0.2803 -1.6833 1.7059
S 1.7082 -1.5927 2.2094
C 1.9426 -3.0154 3.2676
C 2.7486 -4.0294 2.7634
C 2.9564 -5.1749 3.5193
C 2.3556 -5.2938 4.7640
C 1.5553 -4.2705 5.2619
C 1.3440 -3.1216 4.5174
C 1.8545 -0.3017 3.4362
C 0.7464 0.3159 3.9792
C 0.9388 1.3398 4.8984
C 2.2234 1.7309 5.2515
C 3.3293 1.0988 4.6925
C 3.1472 0.0806 3.7692
H 3.2066 -3.9154 1.7865
H 3.5894 -5.9674 3.1418
H 2.5162 -6.1867 5.3543
H 1.1018 -4.3631 6.2407
H 0.7241 -2.3226 4.9032
H -0.2488 0.0175 3.6811
H 0.0783 1.8364 5.3286
H 2.3643 2.5265 5.9728
H 4.3301 1.4025 4.9709
H 4.0010 -0.4305 3.3335
C -4.0090 2.7090 -2.3632
C -2.7615 2.2250 -1.6235
C -3.0058 2.2917 -0.1096
P -2.0914 0.5741 -2.1809
C -0.9965 1.0261 -3.6165
C 0.3519 1.5695 -3.1232
C -1.5857 2.0377 -4.6048
C -3.4548 -0.4927 -2.8688
C -4.2084 -0.0845 -4.1346
C -4.4180 -0.8626 -1.7338
H -4.2468 3.7149 -2.0107
H -4.8694 2.0778 -2.1398
H -3.8791 2.7606 -3.4415
H -1.9323 2.9011 -1.8632
H -3.8135 1.6188 0.1855
H -3.3074 3.3058 0.1667
H -2.1173 2.0232 0.4578
H -0.8256 0.0753 -4.1356
H 0.2375 2.5834 -2.7299
H 1.0574 1.6221 -3.9577
H 0.7838 0.9655 -2.3333
H -1.6639 3.0252 -4.1464
H -2.5641 1.7590 -4.9848
H -0.9118 2.1282 -5.4594
H -2.8953 -1.3923 -3.1404
H -4.7862 0.8281 -4.0143
H -4.9107 -0.8831 -4.3862
H -3.5401 0.0295 -4.9868
H -5.0510 -0.0168 -1.4589
H -3.8933 -1.1941 -0.8358
H -5.0807 -1.6699 -2.0525
C 3.9011 5.4197 0.4954
C 2.8795 4.9916 1.5414
N 2.2800 3.6868 1.2514
C 1.1110 3.3399 0.7067
S 0.7010 1.6732 0.6787
N 0.2339 4.2102 0.1914
C 0.2987 5.6578 -0.0342
C -0.3465 6.4672 1.0855
H 4.2944 6.4056 0.7467
H 3.4552 5.4692 -0.4998
H 4.7384 4.7209 0.4604
H 2.1004 5.7363 1.6482
H 3.3654 4.9026 2.5121
H 2.7988 2.8872 1.5730
H -0.6469 3.7738 -0.0250
H -0.2326 5.8443 -0.9670
H 1.3306 5.9509 -0.1990
H -1.4088 6.2317 1.1632
H -0.2450 7.5347 0.8886
H 0.1143 6.2477 2.0499
C -3.5866 -4.2754 -0.0710
Sb -1.6958 -3.5036 0.5514
C -1.6495 -4.1532 2.5670
C -0.4766 -5.0439 -0.3074
H -3.6153 -5.3390 0.1694
H -3.7271 -4.1465 -1.1445
H -4.3798 -3.7564 0.4640
H -2.0173 -5.1800 2.5781
H -2.2941 -3.5214 3.1740
H -0.6272 -4.1155 2.9354
H -0.6318 -5.9574 0.2680
H 0.5792 -4.7713 -0.2680
H -0.7672 -5.2253 -1.3431
O -2.3154 0.1134 2.8498
N -2.5818 -0.6162 1.9375
O -3.2920 -1.6084 1.9851
O -2.0244 -0.3248 0.7504
*
```

- Highest occupied orbital energy (alpha / beta): -12.60 / -12.60 eV

Atom charges from the Löwdin analysis, given in e for atoms 1 to 8: number 1, Cr, carries 0.4717; number 2, C, carries -0.0153; number 3, N, carries -0.1094; number 4, C, carries -0.0098; number 5, C, carries -0.3834; number 6, N, carries 0.0159; number 7, N, carries 0.1897; number 8, C, carries -0.4586